88
Properties=species:S:1:pos:R:3 method="wB97M-V/def2-TZVPD" fmax_ev_per_a=4.03 e_above_lowest_kj_mol=6.6 total_charge=+1 homo_lumo_gap_ev=7.233 e_tot_ev=-83950.411 homo_energy_ha=-0.35127
Cd -4.5836 -3.4255 19.4514
C -6.7159 -4.9995 21.5413
N -5.3940 -4.3675 21.6875
C -4.3592 -5.2350 22.1861
C -3.3530 -5.6952 21.1161
N -3.0962 -5.0399 20.0111
C -1.9364 -5.6801 19.4528
C -1.4748 -5.5812 18.1642
C -0.5785 -6.5160 17.7747
C -0.0955 -7.5096 18.6172
C -0.5705 -7.6413 19.9220
C -1.5714 -6.7798 20.2861
N -2.4132 -6.6998 21.3871
C -7.0121 -5.2379 20.0914
N -6.2655 -5.0390 19.0396
C -6.9238 -5.5771 17.9421
C -6.5626 -5.8570 16.6315
C -7.4818 -6.5581 15.8141
C -8.7839 -6.8529 16.1888
C -9.1549 -6.6347 17.5461
C -8.2142 -6.0721 18.3738
N -8.2308 -5.7618 19.7295
H -7.5036 -4.3931 22.0556
H -6.7487 -6.0422 22.0133
H -5.4223 -3.5665 22.3194
H -4.8041 -6.1074 22.6504
H -3.7980 -4.6827 22.9749
H -1.7056 -4.7302 17.5310
H -0.2263 -6.3770 16.7630
H 0.6438 -8.2163 18.1656
H -0.0952 -8.2762 20.6396
H -2.7093 -7.4658 21.9917
H -5.6154 -5.3940 16.1785
H -7.1323 -6.8060 14.8175
H -9.4105 -7.4907 15.6145
H -10.1604 -6.9521 17.8545
H -8.9319 -6.1606 20.4265
I -2.9060 -1.8780 16.6701
C -4.9558 -1.8761 16.2818
C -5.4281 -1.9533 14.9565
C -6.6169 -1.2230 14.6164
C -7.3748 -0.6296 15.5870
C -6.9985 -0.6577 16.9634
C -7.7377 0.1085 17.9436
C -7.4469 -0.0912 19.2940
C -6.4430 -1.0572 19.6281
C -5.5560 -1.5496 18.6853
C -5.8203 -1.3462 17.2885
H -4.8131 -2.3854 14.2078
H -6.8521 -1.0822 13.5669
H -8.2982 -0.1637 15.3203
H -8.4134 0.8375 17.5549
H -7.8771 0.4868 20.0785
H -6.2257 -1.1896 20.7080
S -9.3196 2.5470 27.2257
N -8.9616 3.1298 25.7299
C -7.7534 2.5749 25.3713
C -7.1325 2.6156 24.1158
C -7.5876 3.5430 23.1566
C -6.9486 3.5516 21.9309
C -5.8788 2.6462 21.7521
N -5.4211 1.8072 22.6738
C -6.0103 1.7815 23.8296
C -5.5233 0.8605 24.8784
N -4.4469 0.1166 24.5932
C -4.1365 -0.9190 25.4035
C -4.7247 -1.0953 26.6506
C -5.8682 -0.3129 26.9480
C -6.2289 0.7286 26.0912
C -7.2706 1.6669 26.3752
N -8.0038 1.6550 27.5134
H -8.3792 4.2548 23.3884
H -7.2587 4.1829 21.1032
H -5.2538 2.6341 20.8144
H -3.3490 -1.6188 25.1368
H -4.2237 -1.7363 27.3928
H -6.5096 -0.4941 27.8005
C -1.3796 0.4335 22.4392
N -2.4845 -0.5205 22.4462
C -2.8745 -1.1305 21.2671
N -2.0454 -1.0542 20.1926
O -3.9894 -1.7392 21.2130
H -1.0680 0.7141 23.4676
H -1.5886 1.2887 21.8081
H -0.5288 -0.1063 21.9225
H -3.2838 -0.3161 23.0424
H -1.0885 -0.8950 20.3707
H -2.3928 -1.3796 19.2700